(1)
Below is C6H13N in the gas phase at a distorted geometry, with properties calculated with ωB97M-V with the def2-TZVPD basis set.

```
20
Properties=species:S:1:pos:R:3
N 1.045 0.522 -0.240
C 1.550 -0.646 0.470
C -0.204 0.319 -0.877
C 1.321 0.070 1.842
C -2.651 -0.125 -0.725
C -1.389 0.145 0.090
C 2.275 -0.011 -0.688
H -1.219 -0.689 0.787
H -0.147 -0.580 -1.514
H -3.533 -0.237 -0.090
H 0.516 0.844 1.815
H 3.176 0.577 -0.536
H -1.528 1.040 0.712
H 2.210 0.644 2.094
H -2.539 -1.043 -1.314
H 2.178 -0.466 -1.676
H -0.361 1.210 -1.484
H 1.025 -0.645 2.592
H 1.116 -1.625 0.168
H -2.840 0.697 -1.426
```

Summary:
Highest occupied orbital energy: -8.559 eV
DFT total energy: -291.063427 Ha
Structure (SMILES): CCCN1C[C@H]1C
LUMO level: 1.22 eV

Here are the Löwdin charges for atoms 1 to 8, given in e: -0.196 -0.246 -0.239 -0.067 -0.123 -0.249 -0.101 0.107

=====

(2)
Below is C6H13N in the gas phase at a distorted geometry, with properties calculated with ωB97M-V with the def2-TZVPD basis set.

```
20
Properties=species:S:1:pos:R:3
N 0.828 1.513 1.180
C -0.359 1.049 0.465
C -1.806 1.394 1.185
C 0.844 -0.807 -1.628
C 1.464 -1.648 -2.418
C -0.519 -0.473 0.565
C 0.526 -1.236 -0.270
H 1.807 -2.628 -2.071
H -2.499 1.153 0.348
H -0.403 1.382 -0.556
H -0.406 -0.827 1.612
H 1.084 2.509 0.990
H 0.436 -2.354 -0.150
H 0.947 1.189 2.144
H 1.414 -1.145 0.415
H 0.506 0.178 -1.896
H -2.190 0.815 1.972
H 1.567 -1.597 -3.538
H -1.461 -0.946 0.314
H -1.780 2.480 1.338
```

Summary:
Highest occupied orbital energy: -8.692 eV
DFT total energy: -291.085842 Ha
Structure (SMILES): C=CCC[C@@H](C)N
LUMO level: 1.11 eV

Here are the Löwdin charges for atoms 1 to 8, given in e: 0.026 -0.400 -0.066 -0.199 -0.023 -0.228 -0.251 0.060

=====

Which relative energy (zero: lowest compared OMol25 entry of this formula, charge and spin) belongs to each record? In order, 59.8 45.7 kcal/mol.